# 1
16
Properties=species:S:1:pos:R:3 method="wB97M-V/def2-TZVPD" gap_ha=0.3517 smiles=CC#CC#CCl.CC#CBr total_energy_ev=-90951.163 total_charge=0 e_lumo_ev=0.63
C 0.27 -1.72 -0.47
C -0.99 -1.95 0.01
C 1.26 -1.65 -1.16
C -2.10 -1.90 0.51
C -1.24 2.20 0.78
C -2.14 1.75 0.15
C 2.64 -1.50 -1.71
C -0.10 2.46 1.61
Cl -3.53 -1.92 1.34
Br -3.51 1.26 -0.94
H 3.30 -1.55 -0.90
H 2.55 -0.48 -2.23
H 3.10 -2.38 -2.25
H 0.43 1.60 1.74
H -0.43 2.63 2.63
H 0.50 3.13 0.90



# 2
74
Properties=species:S:1:pos:R:3 method="wB97M-V/def2-TZVPD" gap_ha=0.2460 total_energy_ev=-38448.325 total_charge=-1 e_lumo_ev=2.39
C -3.40 6.09 -1.76
C -3.53 4.71 -2.14
C -2.51 3.55 -1.62
C -3.12 2.16 -2.23
O -3.01 1.03 -1.62
O -3.77 2.14 -3.47
C -2.54 3.62 -0.02
F -3.91 3.45 0.47
C -1.52 2.64 0.73
C -1.98 2.60 2.30
N -1.17 3.88 -2.23
C -0.35 2.64 -2.47
C 1.24 2.97 -2.63
C 1.74 2.53 -4.12
O 0.96 3.13 -5.18
N -1.34 4.44 -3.52
C -0.65 5.55 -3.62
O -0.11 6.65 -3.81
H -3.97 6.86 -2.37
H -2.72 6.42 -0.88
H -4.44 4.47 -2.80
H -2.25 4.70 0.29
H -0.44 3.00 0.73
H -1.53 1.56 0.37
H -2.83 1.82 2.36
H -1.13 2.21 2.96
H -2.40 3.61 2.62
H -0.65 2.11 -3.46
H -0.44 1.85 -1.65
H 1.86 2.46 -1.80
H 1.45 4.11 -2.55
H 1.57 1.38 -4.16
H 2.84 2.81 -4.30
H 1.31 4.01 -5.43
C -2.83 -4.77 -1.15
C -2.22 -4.55 0.23
C -2.93 -3.47 1.04
C -2.90 -2.06 0.44
C -1.50 -1.50 0.18
C -0.67 -1.33 1.44
H -2.75 -3.88 -1.77
H -2.30 -5.58 -1.66
H -3.88 -5.05 -1.07
H -1.15 -4.31 0.13
H -2.27 -5.49 0.79
H -2.50 -3.44 2.05
H -3.98 -3.76 1.18
H -3.43 -1.38 1.11
H -3.46 -2.06 -0.50
H -1.61 -0.52 -0.30
H -0.96 -2.12 -0.54
H -1.17 -0.68 2.16
H 0.30 -0.88 1.20
H -0.47 -2.29 1.93
C 2.63 -3.60 0.83
C 3.66 -2.51 1.08
C 5.00 -3.05 1.59
C 4.94 -3.76 2.95
C 4.38 -2.93 4.10
C 5.22 -1.70 4.41
H 2.36 -4.12 1.75
H 1.71 -3.17 0.42
H 3.00 -4.34 0.11
H 3.26 -1.77 1.77
H 3.84 -1.99 0.13
H 5.71 -2.22 1.65
H 5.41 -3.75 0.85
H 5.95 -4.09 3.20
H 4.34 -4.68 2.85
H 4.35 -3.56 5.00
H 3.35 -2.63 3.90
H 6.25 -1.97 4.66
H 4.80 -1.17 5.27
H 5.24 -1.00 3.57